{
  "formula": "C16H10BrF5SZn",
  "method": "ωB97M-V with the def2-TZVPD basis set",
  "charge": -2,
  "mol_weight_g_mol": 474.61,
  "homo_energy_ev": 0.3,
  "max_force_ha_per_bohr": 0.0504,
  "e_above_lowest_ev": 2.042,
  "lumo_energy_ev": 4.300,
  "energy_ev": -159633.8539,
  "species": ["C", "C", "C", "H", "C", "C", "H", "H", "H", "H", "Zn", "Br", "C", "C", "C", "H", "C", "C", "H", "H", "H", "H", "F", "C", "C", "F", "C", "F", "C", "S", "C", "F", "C", "F"],
  "positions_angstrom": [[-1.904, -0.672, -0.875], [-1.894, -1.215, 0.466], [-2.198, -0.112, 1.346], [-1.910, -2.268, 0.766], [-2.295, 1.081, 0.587], [-2.124, 0.716, -0.781], [-2.226, 1.390, -1.607], [-2.040, -1.304, -1.740], [-2.340, -0.190, 2.437], [-2.559, 2.041, 1.000], [0.384, -0.033, -2.803], [2.346, -1.117, -1.922], [2.320, 0.671, -4.306], [1.185, 1.438, -4.659], [0.162, 0.550, -5.147], [1.165, 2.517, -4.766], [0.653, -0.784, -5.030], [2.016, -0.715, -4.577], [2.715, -1.558, -4.686], [3.273, 1.074, -4.055], [-0.722, 0.863, -5.706], [0.235, -1.644, -5.524], [0.270, 1.184, 6.817], [0.364, 0.572, 5.589], [0.691, 1.290, 4.456], [0.828, 2.611, 4.535], [0.830, 0.702, 3.208], [1.072, 1.462, 2.100], [0.597, -0.692, 3.049], [0.744, -1.319, 1.518], [0.309, -1.457, 4.217], [0.061, -2.791, 4.127], [0.169, -0.786, 5.443], [-0.177, -1.503, 6.520]],
  "lowdin_charge": [-0.260, -0.266, -0.202, 0.061, -0.181, -0.248, 0.033, 0.042, 0.081, 0.054, 0.632, 0.096, -0.289, -0.213, -0.217, 0.078, -0.251, -0.384, 0.072, 0.072, 0.080, 0.077, 0.032, -0.170, -0.197, 0.081, -0.250, 0.029, -0.675, 0.613, -0.236, 0.028, -0.188, 0.066]
}